No. 1
The following is a DFT calculation (the ωB97M-V functional and the def2-TZVPD basis) of a single C5H7F molecule in a non-equilibrium geometry.

The geometry in ORCA input format:
```
! wB97M-V def2-TZVPD RIJCOSX def2/J DEFGRID3
* xyz 0 1
C -0.387 -1.989 -0.222
C 0.132 -0.860 -1.051
C 0.225 0.404 -0.564
C -0.019 0.986 0.735
C 0.187 2.294 0.997
H -0.844 -2.856 -0.817
H 0.470 -2.449 0.275
H -1.163 -1.612 0.514
H 0.646 -1.176 -1.947
H -0.431 0.255 1.438
H -0.038 2.729 1.932
H 0.532 2.960 0.141
F 0.690 1.314 -1.432
*
```

Output
LUMO	0.7	eV
frontier orbital gap	9.265	eV
SMILES	C=C/C(F)=C\C
energy relative to the best compared isomer or geometry (same formula, charge and spin)	79.7	kJ/mol
total energy	-8014.3848	eV
highest occupied orbital energy	-8.58	eV



No. 2
The following is a DFT calculation (the ωB97M-V functional and the def2-TZVPD basis) of a molecular structure, C10H10F6N3O6S4ScTe4 in a non-equilibrium geometry.

The geometry in ORCA input format:
```
! wB97M-V def2-TZVPD RIJCOSX def2/J DEFGRID3
* xyz -2 1
Sc -0.293 0.619 -0.207
C 2.133 2.828 -0.095
O 1.857 1.428 -0.210
C 2.979 0.613 0.082
C 2.517 -0.807 -0.112
O 1.336 -0.947 0.660
C 1.347 -2.017 1.610
H 2.920 3.094 -0.806
H 2.440 3.052 0.930
H 1.211 3.355 -0.314
H 3.283 0.793 1.119
H 3.810 0.857 -0.590
H 3.285 -1.518 0.199
H 2.269 -0.988 -1.161
H 2.179 -1.876 2.305
H 1.434 -2.974 1.091
H 0.405 -1.984 2.144
Te -2.018 2.303 1.671
Te -2.261 4.453 3.052
Te 0.769 2.912 4.943
Te 0.432 1.273 2.923
F -3.529 3.686 -0.865
C -3.159 2.906 -1.895
F -4.151 2.932 -2.797
F -2.080 3.434 -2.460
S -2.989 1.131 -1.260
O -0.835 2.549 0.060
O -4.380 0.703 -1.257
N -2.112 0.785 -2.617
S -1.049 -0.304 -2.925
O -0.073 -0.705 -1.833
O -1.113 -1.083 -4.128
C 0.164 0.967 -3.583
F -0.272 1.623 -4.658
F 1.333 0.384 -3.921
F 0.472 1.889 -2.631
S -1.811 -1.160 0.935
C -2.039 -2.483 -0.213
S -2.550 -2.268 -1.816
C -1.856 -3.770 0.303
C -2.008 -4.936 -0.503
N -2.084 -5.898 -1.137
C -1.471 -4.022 1.650
N -1.130 -4.229 2.735
*
```

Output
LUMO	3.6	eV
frontier orbital gap	5.529	eV
energy relative to the best compared isomer or geometry (same formula, charge and spin)	342.3	kJ/mol
total energy	-136809.1855	eV
highest occupied orbital energy	-1.91	eV



No. 3
The following is a DFT calculation (the ωB97M-V functional and the def2-TZVPD basis) of a single C3H8Si2 molecule in a non-equilibrium geometry.

The geometry in ORCA input format:
```
! wB97M-V def2-TZVPD RIJCOSX def2/J DEFGRID3
* xyz 0 1
C 0.424 1.441 -0.010
C -0.884 1.215 -0.242
C 1.439 0.286 0.059
Si -1.693 -0.459 0.050
Si 0.399 -1.338 -0.084
H 0.952 2.339 -0.030
H -1.353 2.183 -0.286
H 2.234 0.403 -0.540
H 1.913 0.419 1.023
H -2.112 -0.602 1.466
H -2.844 -0.822 -0.780
H 0.615 -1.943 -1.454
H 0.740 -2.062 1.156
*
```

Output
LUMO	1.0	eV
frontier orbital gap	10.468	eV
SMILES	C1=C[SiH2][SiH2]C1
energy relative to the best compared isomer or geometry (same formula, charge and spin)	29.7	kJ/mol
total energy	-18993.9096	eV
highest occupied orbital energy	-9.47	eV



No. 4
The following is a DFT calculation (the ωB97M-V functional and the def2-TZVPD basis) of a molecular structure, C38H46N6OP2PtS in a non-equilibrium geometry.

The geometry in ORCA input format:
```
! wB97M-V def2-TZVPD RIJCOSX def2/J DEFGRID3
* xyz 4 5
Pt 0.754 -0.920 0.114
C 4.811 1.972 -1.103
C 3.728 0.873 -0.823
C 3.842 0.311 0.607
P 2.079 1.570 -1.325
C 2.031 2.442 -2.925
C 2.868 1.768 -4.046
C 2.244 3.946 -2.949
C 1.404 2.480 0.080
C 1.884 3.761 0.274
C 1.273 4.737 1.096
C 1.736 6.155 1.172
C 0.080 4.361 1.736
C -0.365 3.086 1.626
C 0.285 2.042 0.893
N -0.060 0.753 1.061
C -1.342 0.461 1.720
C -1.392 0.533 3.091
C -2.525 0.060 3.792
C -3.653 -0.296 3.051
C -4.969 -0.720 3.658
C -3.593 -0.305 1.683
C -2.453 0.120 1.006
P -2.360 0.079 -0.816
C -3.344 1.509 -1.543
C -2.867 2.867 -0.988
C -4.777 1.310 -1.120
C -2.502 -1.528 -1.679
C -2.592 -1.192 -3.189
C -3.725 -2.416 -1.198
H 5.741 1.453 -0.993
H 4.754 2.384 -2.134
H 4.839 2.801 -0.416
H 3.841 0.122 -1.547
H 3.666 1.017 1.398
H 3.246 -0.565 0.803
H 4.874 -0.084 0.661
H 0.977 2.329 -3.168
H 3.955 1.949 -3.947
H 2.685 0.703 -4.162
H 2.593 2.202 -5.039
H 3.284 4.236 -2.818
H 1.953 4.340 -3.927
H 1.623 4.416 -2.182
H 2.756 4.032 -0.316
H 2.758 6.115 0.839
H 1.031 6.874 0.783
H 1.772 6.419 2.245
H -0.485 5.030 2.365
H -1.264 2.815 2.109
H -0.582 0.966 3.645
H -2.462 0.083 4.900
H -5.305 -0.090 4.490
H -5.708 -0.808 2.918
H -4.808 -1.672 4.168
H -4.514 -0.498 1.184
H -3.172 1.495 -2.590
H -2.668 2.799 0.067
H -1.947 3.205 -1.478
H -3.566 3.704 -1.109
H -4.992 1.511 -0.086
H -5.320 2.155 -1.643
H -5.353 0.432 -1.424
H -1.567 -2.086 -1.456
H -3.429 -0.576 -3.360
H -1.766 -0.610 -3.496
H -2.649 -2.049 -3.840
H -4.668 -1.913 -1.151
H -3.868 -3.192 -1.940
H -3.448 -2.936 -0.273
S 2.554 -7.951 1.880
N 2.226 -6.652 2.943
C 1.877 -5.731 2.114
C 1.488 -4.426 2.583
C 1.258 -4.069 3.910
C 0.809 -2.791 4.157
C 0.770 -1.876 3.115
N 0.896 -2.256 1.854
C 1.232 -3.524 1.566
C 1.229 -3.833 0.193
N 1.123 -2.786 -0.701
C 0.985 -3.112 -1.984
C 0.973 -4.379 -2.540
C 1.222 -5.484 -1.710
C 1.424 -5.140 -0.323
C 1.734 -6.035 0.720
N 2.047 -7.313 0.531
H 1.353 -4.834 4.659
H 0.666 -2.519 5.153
H 0.587 -0.829 3.245
H 0.960 -2.157 -2.604
H 0.844 -4.568 -3.620
H 1.108 -6.469 -2.138
O 0.291 0.180 -2.538
N 1.042 0.226 -1.502
*
```

Output
LUMO (spin up / spin down)	-11.8 / -14.9	eV
frontier orbital gap (spin up / spin down)	6.514 / 3.874	eV
energy relative to the best compared isomer or geometry (same formula, charge and spin)	221.4	kJ/mol
total energy	-83758.1103	eV
highest occupied orbital energy (spin up / spin down)	-18.28 / -18.79	eV



No. 5
The following is a DFT calculation (the ωB97M-V functional and the def2-TZVPD basis) of 2 unconnected molecules or ions with the total composition C6H12Br2N6O2P in a non-equilibrium geometry.

The geometry in ORCA input format:
```
! wB97M-V def2-TZVPD RIJCOSX def2/J DEFGRID3
* xyz 1 1
C 3.358 0.473 -3.668
P 2.144 0.587 -2.243
O 3.120 0.292 -0.884
N 0.996 -0.745 -2.439
C -0.268 -0.781 -2.037
N -1.138 -1.862 -2.181
C -2.311 -1.422 -1.620
N -3.428 -2.285 -1.570
N -2.222 -0.147 -1.147
N -0.946 0.225 -1.414
O -0.640 1.499 -1.047
C 0.020 1.508 0.164
N 0.868 1.629 0.902
H 4.355 0.773 -3.260
H 3.070 1.154 -4.497
H 3.417 -0.567 -4.087
H 2.791 -0.522 -0.456
H 1.333 -1.592 -2.911
H -3.181 -3.018 -0.894
H -4.194 -1.749 -1.146
H -2.972 0.370 -0.692
Br -0.966 1.905 6.515
C -0.266 0.533 5.327
C -0.491 0.893 3.882
Br -2.346 0.589 3.357
H -0.736 -0.405 5.613
H 0.800 0.482 5.546
H 0.098 0.251 3.230
H -0.265 1.933 3.659
*
```

Output
LUMO	-3.6	eV
frontier orbital gap	8.603	eV
total energy	-168815.7828	eV
highest occupied orbital energy	-12.16	eV